Density functional theory data (wB97M-V/def2-TZVPD) for a 13-piece molecular cluster, C68H175N13O21 overall.

Geometry as XYZ:
```
277
Properties=species:S:1:pos:R:3:forces:R:3
C 14.171 20.638 17.953 1.515 -1.474 -0.278
C 14.271 22.147 17.817 -0.890 -0.875 -1.498
C 12.861 22.715 17.450 0.396 -1.015 -0.171
O 12.196 22.150 16.285 1.014 0.412 0.299
C 12.641 22.840 15.096 0.254 0.803 1.407
N 14.766 22.722 19.042 0.233 1.108 -0.117
H 13.701 20.358 18.880 -0.493 -0.049 0.461
H 15.177 20.130 18.033 -0.882 0.992 -0.128
H 13.689 20.024 17.163 -0.119 1.006 0.497
H 14.974 22.389 16.998 -0.093 -0.022 0.338
H 12.968 23.778 17.354 -0.168 0.863 -0.233
H 12.283 22.522 18.343 -0.713 -0.160 -0.006
H 13.681 23.191 15.303 -0.579 -0.451 -0.820
H 12.065 23.756 14.997 -0.327 0.270 -0.111
H 12.497 22.265 14.181 0.319 -0.295 0.361
H 14.250 22.445 19.876 -0.039 -0.006 -0.316
H 14.752 23.752 18.960 0.117 -0.687 0.313
C 16.508 24.947 22.734 -1.954 0.856 -0.613
C 16.483 24.581 21.275 0.924 0.024 -1.173
C 17.134 25.672 20.374 1.948 -0.792 1.765
O 16.645 25.573 19.076 0.998 -0.032 -0.829
C 17.353 26.382 18.126 0.825 -0.267 1.000
N 17.049 23.223 21.047 -0.080 0.556 -0.863
H 16.060 25.959 22.825 0.416 -0.367 0.161
H 17.509 24.968 23.068 1.015 -0.096 0.857
H 15.832 24.290 23.301 0.675 -0.049 -0.009
H 15.463 24.604 20.897 -0.360 -0.453 0.230
H 18.306 25.592 20.491 -1.891 0.015 -0.624
H 16.866 26.630 20.781 -0.113 0.809 0.219
H 17.658 27.356 18.518 -0.462 0.087 0.283
H 16.650 26.496 17.359 -0.725 0.408 -1.418
H 18.307 25.981 17.720 -0.560 -0.521 0.411
H 16.793 23.025 20.081 -0.512 -0.507 0.039
H 18.067 23.243 20.928 0.011 0.419 0.742
C 22.998 23.771 16.794 0.313 0.320 -0.168
C 22.536 25.168 16.247 0.106 -1.431 0.287
C 21.277 25.105 15.396 -0.780 2.377 0.127
O 21.290 26.384 14.683 -0.426 -0.324 0.697
C 20.490 26.423 13.523 1.093 -0.742 -0.027
N 22.273 26.021 17.429 -0.663 -0.692 -0.916
H 23.907 23.993 17.397 -0.480 -0.530 -0.343
H 23.216 23.010 16.027 0.335 0.624 -0.130
H 22.278 23.233 17.423 -0.143 0.724 0.158
H 23.284 25.515 15.481 -0.197 0.046 1.073
H 20.341 25.042 15.997 0.511 0.004 -0.062
H 21.200 24.382 14.620 0.564 -1.285 -0.386
H 19.460 26.192 13.680 -0.983 -0.228 0.470
H 20.878 25.679 12.801 -0.122 0.376 -0.082
H 20.547 27.424 13.140 0.149 0.370 -0.359
H 21.627 26.767 17.238 0.156 0.278 -0.175
H 23.043 26.337 17.983 0.509 0.023 -0.149
C 19.629 19.069 17.691 -0.800 -0.364 0.080
C 19.177 20.309 16.897 0.489 -0.088 -0.494
C 17.807 20.861 17.161 -0.312 -0.841 0.515
O 17.537 21.981 16.363 0.110 0.610 -0.184
C 17.734 23.262 16.953 -1.384 0.381 -0.348
N 20.180 21.353 17.107 0.661 -0.107 0.493
H 19.265 18.050 17.335 0.057 1.533 0.313
H 19.360 19.218 18.753 0.208 -0.279 -0.319
H 20.709 19.066 17.595 0.268 -0.275 0.211
H 19.151 20.060 15.853 0.101 -0.461 -0.885
H 17.720 21.079 18.221 -0.246 0.261 0.409
H 17.061 20.098 16.895 0.141 0.223 0.216
H 16.726 23.713 17.210 1.006 -0.270 -0.510
H 18.275 23.891 16.214 -0.316 -0.207 0.569
H 18.249 23.221 17.902 0.552 -0.118 0.164
H 20.137 22.117 16.437 -0.089 -0.340 0.010
H 21.102 20.909 17.054 -0.260 0.490 -0.167
C 19.938 20.524 24.326 2.639 2.352 1.249
C 20.266 21.964 23.675 1.771 -2.066 0.774
C 20.710 21.652 22.233 -0.442 -0.315 1.083
O 20.756 22.828 21.501 0.971 -0.536 -2.495
C 21.256 22.383 20.146 -0.054 0.210 2.782
N 19.253 22.951 23.811 -1.319 0.181 0.093
H 20.896 19.935 24.153 -1.268 0.425 0.355
H 19.130 20.027 23.864 -1.036 -0.364 -0.434
H 19.794 20.670 25.446 0.007 -0.411 -1.460
H 21.170 22.349 24.220 -0.687 -0.312 -0.351
H 19.927 20.972 21.840 0.353 0.003 -0.290
H 21.715 21.159 22.171 -0.733 0.001 0.399
H 20.662 21.504 19.893 -0.086 0.396 -0.662
H 22.315 22.067 20.237 -0.407 0.211 0.018
H 21.183 23.259 19.556 -0.282 0.422 -1.022
H 18.335 22.643 23.478 0.385 -0.027 0.016
H 19.488 23.778 23.276 0.117 -0.022 -0.025
C 20.096 21.380 11.800 0.778 0.658 -1.052
O 20.227 20.094 12.305 -0.163 0.513 0.266
C 19.052 19.718 12.996 0.358 -1.385 0.943
C 18.344 18.699 12.110 0.193 -0.018 1.009
N 17.866 19.305 10.920 0.111 0.804 -0.039
C 17.463 18.444 9.868 -0.074 -0.247 -1.353
C 16.454 17.329 10.133 -1.656 0.321 -1.060
O 15.270 17.837 10.848 2.137 -0.862 -1.199
C 14.083 17.290 10.336 -1.269 0.445 3.058
H 19.683 22.037 12.540 -0.250 0.602 0.575
H 19.457 21.415 10.919 -0.085 -0.063 -0.124
H 21.089 21.752 11.534 -0.053 -0.062 -0.038
H 18.424 20.555 13.397 0.486 -0.394 -0.705
H 19.488 19.198 13.869 -0.795 -0.037 -0.045
H 17.574 18.141 12.630 -0.367 -0.147 0.537
H 19.129 17.986 11.907 0.306 -0.467 -0.491
H 17.173 19.972 11.179 -0.800 0.529 -0.055
H 18.424 17.911 9.595 -1.038 0.519 -0.613
H 16.983 19.077 9.041 1.221 -0.790 0.901
H 16.910 16.481 10.605 0.087 -0.471 0.879
H 16.110 16.927 9.112 0.506 0.616 1.270
H 14.110 17.068 9.311 0.115 -0.447 -1.423
H 13.362 18.081 10.534 -0.423 0.007 -0.372
H 13.704 16.437 10.971 0.608 0.302 -0.850
C 22.500 13.695 15.943 1.535 -0.152 0.956
O 21.531 14.146 16.859 -1.379 0.097 -0.752
C 20.448 13.216 16.931 0.479 -0.766 0.704
C 19.445 13.716 17.940 -0.513 0.754 -0.308
N 18.659 14.886 17.519 0.242 -0.464 0.286
C 17.866 14.548 16.366 -0.502 1.392 -0.835
C 16.923 15.705 15.997 -0.934 -0.468 -1.175
O 17.651 16.896 15.768 -0.267 -0.003 0.042
C 16.779 17.955 15.379 1.364 0.846 2.605
H 22.951 12.782 16.472 -0.345 0.681 -1.483
H 23.317 14.480 15.959 -0.913 -0.833 -0.383
H 22.085 13.529 14.908 0.513 -0.073 1.045
H 20.858 12.270 17.354 -0.143 0.193 -0.390
H 19.952 12.954 15.960 0.718 0.518 0.455
H 19.932 13.948 18.873 0.377 0.104 0.348
H 18.740 12.912 18.160 -0.060 -0.049 -0.057
H 19.220 15.727 17.371 -0.072 -0.514 -0.064
H 17.246 13.690 16.611 -0.077 -0.199 -0.026
H 18.441 14.310 15.438 -0.138 0.066 0.501
H 16.109 15.874 16.757 0.783 -0.191 -0.462
H 16.425 15.455 14.994 0.276 0.015 1.259
H 16.076 18.230 16.219 0.617 -0.217 -0.778
H 16.211 17.757 14.536 -1.205 -0.777 -1.756
H 17.445 18.799 15.152 -0.317 -0.112 0.157
C 16.694 22.910 13.286 -1.216 0.555 -0.530
O 15.776 21.870 12.956 0.335 0.217 -0.605
C 15.319 21.138 14.051 0.419 -1.031 0.681
C 14.384 20.043 13.580 -0.304 -0.054 -2.256
N 13.865 19.222 14.668 0.229 1.057 0.345
C 12.759 18.304 14.310 1.255 -0.618 1.180
C 12.446 17.409 15.561 -0.374 1.552 -1.003
O 12.095 18.268 16.653 -1.019 -0.259 -0.016
C 10.745 18.769 16.646 0.299 0.816 -0.406
H 17.561 22.622 13.899 -0.246 -0.285 -0.245
H 16.104 23.666 13.858 0.654 -0.089 -0.287
H 16.977 23.306 12.286 0.119 0.001 0.914
H 14.788 21.759 14.781 0.562 -0.017 0.079
H 16.215 20.645 14.474 -0.456 0.240 0.588
H 14.977 19.498 12.787 -0.642 -0.182 0.956
H 13.563 20.512 12.958 0.428 -0.149 0.595
H 13.701 19.897 15.447 -0.574 -1.237 -0.834
H 13.177 17.720 13.478 -0.366 -0.193 0.173
H 11.848 18.759 13.989 -0.702 0.777 -0.455
H 13.373 16.981 15.811 1.277 -0.603 0.692
H 11.757 16.563 15.394 -0.245 0.611 -0.058
H 10.534 19.495 15.814 0.431 -0.614 0.587
H 10.534 19.304 17.585 0.579 -0.146 -0.250
H 9.999 17.988 16.597 -0.080 -0.634 -0.197
C 22.262 17.462 20.063 0.237 0.099 -1.939
O 23.089 16.383 20.409 -1.064 -1.218 -0.450
C 22.281 15.128 20.292 1.515 2.489 -1.279
C 23.194 14.013 20.525 0.032 -2.273 -0.157
N 23.806 14.057 21.847 -0.939 -1.992 -0.442
C 24.779 13.026 22.188 1.000 -0.203 0.916
C 24.457 11.773 22.991 -2.523 -0.710 0.354
O 24.181 11.926 24.414 -0.351 0.491 -1.192
C 22.968 12.686 24.749 0.644 -0.764 -1.145
H 21.462 17.604 20.741 -0.871 0.223 1.064
H 21.781 17.422 19.035 0.483 -0.654 0.757
H 22.874 18.335 19.971 0.434 0.657 0.436
H 21.982 15.106 19.219 -0.482 -0.128 0.832
H 21.520 15.217 21.025 -1.130 -0.111 0.494
H 23.893 14.018 19.674 0.397 -0.121 0.261
H 22.586 13.080 20.386 0.483 0.496 0.291
H 24.236 14.928 21.870 0.955 1.748 0.511
H 25.504 13.453 22.869 0.408 0.743 -0.120
H 25.368 12.595 21.375 -0.070 0.437 -0.729
H 25.297 11.076 22.888 0.044 0.353 0.372
H 23.600 11.230 22.507 0.332 0.329 0.429
H 23.285 13.525 25.359 -0.100 0.513 -0.372
H 22.348 12.085 25.392 -0.225 -0.497 0.172
H 22.375 12.941 23.830 0.729 0.144 0.947
C 18.667 16.114 21.373 -1.373 -0.406 0.204
O 19.456 16.248 22.504 0.532 -0.922 0.760
C 18.937 17.113 23.492 0.401 1.145 -1.045
C 19.783 17.013 24.708 1.040 -2.360 -0.686
N 19.521 15.732 25.410 1.601 1.419 1.843
C 20.565 15.483 26.487 -1.560 -0.446 -0.850
C 20.087 14.320 27.357 -0.382 0.020 1.037
O 19.945 13.222 26.495 0.522 -0.969 -0.408
C 19.276 12.092 27.044 0.668 1.098 1.393
H 17.827 15.391 21.465 0.260 0.147 0.465
H 19.266 15.701 20.588 0.470 0.271 -0.704
H 18.179 17.060 21.172 0.143 0.324 -0.622
H 17.879 16.984 23.659 -0.474 -0.403 0.196
H 19.083 18.128 23.097 -0.315 0.121 0.005
H 19.550 17.782 25.389 -0.083 1.143 0.729
H 20.846 17.112 24.306 -0.871 -0.047 0.776
H 19.534 14.955 24.804 0.073 -0.846 -1.032
H 20.669 16.406 27.033 -0.039 0.245 0.495
H 21.561 15.228 26.101 -0.097 0.008 -0.250
H 19.051 14.444 27.759 0.742 0.739 0.110
H 20.798 14.133 28.242 -0.778 0.052 -1.199
H 18.280 12.413 27.434 0.629 -0.399 -0.032
H 19.918 11.612 27.845 -0.840 0.505 -0.553
H 19.155 11.390 26.259 -0.188 -0.612 -0.765
C 14.819 29.037 11.447 -1.447 -0.260 1.347
O 15.046 28.606 12.781 0.639 0.562 0.680
C 14.431 27.419 13.307 0.774 -0.117 -2.162
C 14.740 27.325 14.747 -1.029 3.092 1.130
N 13.832 28.143 15.595 0.230 0.159 -0.326
C 14.066 28.102 17.024 1.344 -1.921 -0.403
C 13.082 28.978 17.734 -0.390 -1.349 -0.758
O 13.210 28.857 19.088 0.275 0.502 1.681
C 12.496 27.786 19.629 -0.180 -0.025 0.819
H 14.968 28.252 10.735 0.126 -0.483 -0.568
H 15.393 29.913 11.206 0.856 0.100 0.231
H 13.798 29.409 11.430 -0.522 -0.204 -0.544
H 15.027 26.570 12.908 -0.754 0.039 -0.478
H 13.358 27.363 13.018 0.555 -0.086 0.356
H 15.774 27.627 14.854 0.595 0.051 0.160
H 14.637 26.351 15.072 -0.218 -2.276 0.652
H 13.894 29.121 15.368 0.119 0.248 -0.802
H 15.147 28.305 17.325 -1.130 0.199 -0.213
H 13.899 27.047 17.303 0.053 0.233 0.273
H 12.064 28.668 17.465 0.009 0.277 -0.473
H 13.269 29.974 17.442 -0.038 1.470 -0.198
H 12.876 26.825 19.330 0.481 -0.579 -0.298
H 11.436 27.780 19.318 0.167 0.340 0.362
H 12.643 27.857 20.721 -0.487 -0.040 -0.445
C 24.336 19.345 17.240 0.743 0.950 0.325
O 23.162 19.329 16.483 -0.643 0.444 0.683
C 23.110 18.308 15.533 0.677 0.489 -1.818
C 21.932 18.625 14.610 0.185 -0.031 1.278
N 21.746 17.622 13.631 -0.078 -1.085 -1.033
C 21.092 16.336 13.951 -1.636 1.848 -0.919
C 21.411 15.374 12.858 0.565 -1.080 -0.741
O 20.688 14.122 12.923 1.750 1.255 0.436
C 19.399 14.288 12.508 -3.058 -1.344 1.119
H 24.673 18.344 17.423 0.114 -0.718 0.563
H 24.238 19.926 18.202 -0.280 -0.689 -1.036
H 25.142 19.814 16.660 0.006 0.134 0.035
H 22.987 17.318 15.969 0.081 -0.205 0.322
H 24.035 18.311 14.874 -0.680 -0.134 0.808
H 22.099 19.542 14.095 0.485 0.795 -0.416
H 21.101 18.881 15.278 -0.525 -0.466 -0.002
H 21.478 18.023 12.719 -0.036 -0.536 0.897
H 19.985 16.485 13.990 0.397 -0.114 -0.004
H 21.303 15.942 14.905 0.903 -0.213 1.264
H 22.486 15.114 12.829 -0.509 0.196 0.082
H 21.150 15.873 11.920 0.172 -0.088 -0.287
H 18.901 15.226 12.852 0.411 -0.503 -0.024
H 18.831 13.410 13.002 0.478 1.358 -0.969
H 19.239 14.235 11.432 0.300 -0.102 -0.359
C 17.021 19.942 21.236 -0.346 0.622 1.242
O 16.426 18.677 21.078 -0.208 0.085 -0.671
C 16.401 18.367 19.687 0.892 -2.186 1.173
C 15.315 17.377 19.327 -0.828 1.028 -1.538
N 13.937 17.743 19.626 -0.610 0.480 -0.681
C 13.418 17.260 20.866 -1.684 -0.099 1.000
C 11.846 17.109 20.832 0.692 0.319 -1.728
O 11.497 16.343 19.641 0.318 -0.180 0.386
C 10.094 16.217 19.492 0.632 0.839 1.023
H 18.053 19.984 20.834 -0.367 0.007 -0.011
H 17.063 20.120 22.337 0.094 0.041 -0.768
H 16.375 20.737 20.797 0.618 -0.404 0.123
H 17.372 17.818 19.477 -0.762 0.834 -0.341
H 16.304 19.245 19.100 0.105 0.830 -0.391
H 15.524 16.403 19.710 0.455 -0.972 0.255
H 15.362 17.384 18.208 0.127 -0.478 0.718
H 13.289 17.462 18.875 0.683 0.180 0.423
H 13.726 17.888 21.724 -0.306 -0.052 -0.365
H 13.760 16.270 21.116 0.538 -0.850 0.020
H 11.370 18.087 20.665 0.078 0.007 0.553
H 11.433 16.584 21.699 0.239 0.268 0.143
H 9.811 15.474 18.801 0.292 -1.081 -1.041
H 9.661 17.145 19.121 -0.197 0.311 0.327
H 9.677 15.901 20.447 -0.418 0.270 0.199
```
Forces are in eV/Å.

Results
Relative energy (zero: lowest compared OMol25 entry of this formula, charge and spin) in kcal/mol: 66.8
Maximum force in Eh/bohr: 0.0729
E_tot in Ha: -4987.0703
HOMO in eV: -8.35
HOMO-LUMO gap in eV: 8.8025